DFT (the ωB97M-V functional and the def2-TZVPD basis) results for C6H12O in the gas phase.

Atoms and positions in Å:
C 1.654 0.867 0.643
C 0.739 -0.226 0.123
C 1.348 -1.094 -0.972
O -0.008 -0.952 1.110
C -0.725 -0.081 0.235
C -1.343 1.131 0.904
C -1.647 -0.739 -0.770
H 2.688 0.512 0.713
H 1.344 1.205 1.634
H 1.635 1.728 -0.035
H 1.048 -0.767 -1.972
H 1.039 -2.133 -0.836
H 2.442 -1.067 -0.929
H -1.442 1.961 0.195
H -2.345 0.880 1.271
H -0.751 1.465 1.758
H -2.567 -1.071 -0.274
H -1.184 -1.602 -1.253
H -1.926 -0.015 -1.545

The value obtained for the energy above the lowest of the compared OMol25 structures with the same formula, charge and spin is 86.85 kJ/mol. The orbital gap comes out at 10.92 eV. The highest occupied orbital energy comes out at -9.956 eV. The calculation puts the total energy at -8463.4538 eV.